# 1
A structure of composition C5H10O3 in a non-equilibrium geometry, computed with wB97M-V/def2-TZVPD.

**Energy relative to the best compared isomer or geometry (same formula, charge and spin)**: 3.629 eV
**HOMO level**: -9.021 eV
**Multiplicity**: 1
**Gap between HOMO and LUMO**: 9.97 eV
**Total energy**: -422.12322 Eh
**F_max**: 5.726 eV Å⁻¹

CARTESIAN COORDINATES (ANGSTROEM)
C1 -1.201 0.061 0.479
C2 -0.274 0.584 -0.542
C3 0.466 0.140 1.213
C4 0.067 -1.079 -2.447
C5 0.995 1.219 2.115
O1 0.981 0.148 -0.131
O2 -0.759 -0.086 -1.891
O3 -1.673 -1.204 0.453
H1 -1.186 -1.680 -0.242
H2 -1.923 0.752 0.909
H3 -0.344 1.642 -0.794
H4 0.601 -0.858 1.637
H5 0.052 -2.001 -1.843
H6 -0.320 -1.328 -3.439
H7 1.115 -0.767 -2.519
H8 0.825 2.206 1.686
H9 0.508 1.155 3.087
H10 2.069 1.095 2.267


# 2
A structure of composition C5H10O3S in a non-equilibrium geometry, computed with wB97M-V/def2-TZVPD.

**Energy relative to the best compared isomer or geometry (same formula, charge and spin)**: 3.079 eV
**HOMO level**: -9.890 eV
**Multiplicity**: 1
**Gap between HOMO and LUMO**: 10.50 eV
**Total energy**: -820.31024 Eh
**F_max**: 5.108 eV Å⁻¹

CARTESIAN COORDINATES (ANGSTROEM)
C1 -0.339 0.802 1.073
C2 -0.768 -0.609 -0.210
C3 0.404 1.979 0.675
C4 -0.519 -1.954 0.395
C5 -0.067 -0.319 -1.461
O1 -2.734 0.500 2.216
O2 -2.572 2.208 0.475
O3 -2.140 -0.278 -0.146
S1 -2.171 0.923 0.955
H1 0.070 0.381 1.974
H2 -0.118 2.570 0.024
H3 1.345 1.536 0.237
H4 0.520 2.763 1.378
H5 -0.563 -2.897 -0.433
H6 -1.352 -2.169 1.151
H7 0.445 -2.172 1.000
H8 -0.470 -1.016 -2.190
H9 1.111 -0.495 -1.414
H10 -0.232 0.731 -1.914


# 3
A structure of composition C5H10O3Yb in a non-equilibrium geometry, computed with wB97M-V/def2-TZVPD.

**Energy relative to the best compared isomer or geometry (same formula, charge and spin)**: 2.481 eV
**HOMO level (spin up / spin down)**: -12.701 / -12.029 eV
**Multiplicity**: 2
**Net charge**: +1
**Gap between HOMO and LUMO (spin up / spin down)**: 8.81 / 8.00 eV
**Total energy**: -1580.56764 Eh
**F_max**: 1.851 eV Å⁻¹

CARTESIAN COORDINATES (ANGSTROEM)
O1 -2.372 -2.252 -2.051
C1 1.122 -2.925 0.237
C2 1.379 -1.717 0.743
O2 1.295 -0.606 -0.038
C3 1.330 0.666 0.619
C4 0.376 1.578 -0.114
O3 -0.897 0.930 -0.161
C5 -1.994 1.814 -0.396
Yb1 -1.121 -1.171 -0.890
H1 1.196 -3.121 -0.836
H2 0.765 -3.709 0.904
H3 1.354 -1.527 1.820
H4 2.354 1.050 0.549
H5 1.027 0.598 1.673
H6 0.723 1.790 -1.136
H7 0.284 2.522 0.439
H8 -2.894 1.199 -0.495
H9 -2.098 2.499 0.455
H10 -1.830 2.380 -1.323


# 4
A structure of composition C5H10O4 in a non-equilibrium geometry, computed with wB97M-V/def2-TZVPD.

**Energy relative to the best compared isomer or geometry (same formula, charge and spin)**: 4.381 eV
**HOMO level**: -8.397 eV
**Multiplicity**: 1
**Gap between HOMO and LUMO**: 7.86 eV
**Total energy**: -497.34736 Eh
**F_max**: 2.207 eV Å⁻¹

CARTESIAN COORDINATES (ANGSTROEM)
C1 -0.713 1.305 -0.871
C2 -0.797 -0.462 0.535
C3 -1.122 0.155 1.677
O1 -1.947 1.797 -0.859
O2 0.243 1.986 -0.384
H1 1.141 1.277 0.003
H2 -2.018 2.467 -0.161
H3 -0.575 0.603 -1.689
H4 -1.534 -1.096 0.047
H5 -2.091 0.069 2.155
H6 -0.413 0.815 2.166
C4 0.953 -1.544 -1.167
C5 0.812 -1.104 0.284
O3 1.834 0.302 0.351
O4 1.082 -1.875 1.196
H7 2.134 0.297 1.269
H8 0.077 -2.110 -1.481
H9 1.103 -0.699 -1.837
H10 1.832 -2.183 -1.235


# 5
A cluster of 2 separate species, C5H10OS in total in a non-equilibrium geometry, computed with wB97M-V/def2-TZVPD.

**Energy relative to the best compared isomer or geometry (same formula, charge and spin)**: 3.026 eV
**HOMO level**: -7.905 eV
**Multiplicity**: 1
**Gap between HOMO and LUMO**: 8.84 eV
**SMILES**: CSC1CC1.C=O
**Total energy**: -669.82523 Eh
**F_max**: 4.715 eV Å⁻¹

CARTESIAN COORDINATES (ANGSTROEM)
C1 0.727 -0.374 1.020
C2 -1.348 -1.848 -0.940
C3 -2.266 -0.747 -0.600
C4 -0.975 -0.449 -1.297
C5 0.068 3.471 1.389
O1 1.020 2.902 1.033
S1 0.159 0.562 -0.397
H1 1.356 0.275 1.513
H2 -0.158 -0.673 1.826
H3 -0.756 -2.160 -0.128
H4 -1.478 -2.506 -1.821
H5 -3.207 -0.773 -1.196
H6 -2.314 -0.464 0.465
H7 -1.275 -0.068 -2.300
H8 -0.040 4.569 1.323
H9 -0.821 3.040 1.697
H10 1.211 -1.294 0.727


# 6
A structure of composition C5H10OS in a non-equilibrium geometry, computed with wB97M-V/def2-TZVPD.

**Energy relative to the best compared isomer or geometry (same formula, charge and spin)**: 2.697 eV
**HOMO level (spin up / spin down)**: -8.305 / -8.304 eV
**Multiplicity**: 1
**Gap between HOMO and LUMO (spin up / spin down)**: 8.71 / 8.71 eV
**Total energy**: -669.83734 Eh
**F_max**: 3.099 eV Å⁻¹

CARTESIAN COORDINATES (ANGSTROEM)
C1 1.374 -0.206 -0.894
C2 0.753 0.533 -0.015
C3 0.766 -0.893 -2.074
C4 1.102 1.186 1.248
C5 -2.004 -0.708 1.007
O1 -1.947 1.861 0.436
S1 -1.622 0.593 -0.227
H1 2.451 -0.355 -0.792
H2 0.762 -1.973 -1.914
H3 1.354 -0.694 -2.969
H4 -0.254 -0.557 -2.231
H5 0.453 2.047 1.414
H6 0.960 0.486 2.076
H7 2.140 1.515 1.242
H8 -1.468 -1.611 0.745
H9 -3.079 -0.877 0.954
H10 -1.743 -0.349 1.994


# 7
A cluster of 2 separate species, C5H10OS in total in a non-equilibrium geometry, computed with wB97M-V/def2-TZVPD.

**Energy relative to the best compared isomer or geometry (same formula, charge and spin)**: 3.000 eV
**HOMO level**: -9.069 eV
**Multiplicity**: 1
**Gap between HOMO and LUMO**: 8.81 eV
**Total energy**: -669.82619 Eh
**F_max**: 3.808 eV Å⁻¹

CARTESIAN COORDINATES (ANGSTROEM)
C1 1.929 1.289 0.453
C2 -0.977 0.247 0.046
C3 -0.798 -1.041 0.028
C4 -0.690 1.099 -1.200
C5 -1.019 -1.914 1.272
O1 2.167 0.168 -1.820
S1 2.387 -0.038 -0.401
H1 2.260 1.348 1.436
H2 1.547 2.117 -0.017
H3 -1.454 0.778 0.801
H4 -0.250 -1.547 -0.770
H5 0.062 1.879 -1.218
H6 -1.672 1.437 -1.394
H7 -0.384 0.378 -2.014
H8 -0.988 -2.983 1.120
H9 -1.904 -1.514 1.685
H10 -0.215 -1.702 1.991


# 8
A cluster of 2 separate species, C5H10OS in total in a non-equilibrium geometry, computed with wB97M-V/def2-TZVPD.

**Energy relative to the best compared isomer or geometry (same formula, charge and spin)**: 3.718 eV
**HOMO level**: -8.576 eV
**Multiplicity**: 1
**Gap between HOMO and LUMO**: 9.25 eV
**SMILES**: C=C=CC.CSO
**Total energy**: -669.79982 Eh
**F_max**: 5.303 eV Å⁻¹

CARTESIAN COORDINATES (ANGSTROEM)
C1 1.750 0.394 0.043
C2 1.221 -0.724 0.203
C3 1.334 1.777 0.365
C4 0.865 -2.006 0.135
C5 -1.987 0.218 -0.966
O1 -1.789 -1.280 1.353
S1 -1.897 0.297 0.827
H1 2.705 0.402 -0.584
H2 0.334 1.642 0.803
H3 1.333 2.299 -0.509
H4 2.061 2.291 0.970
H5 -0.907 -1.511 0.972
H6 0.178 -2.403 -0.515
H7 0.966 -2.466 1.102
H8 -2.810 -0.482 -1.481
H9 -0.994 0.298 -1.525
H10 -2.362 1.255 -1.193


# 9
A cluster of 2 separate species, C5H10OS in total in a non-equilibrium geometry, computed with wB97M-V/def2-TZVPD.

**Energy relative to the best compared isomer or geometry (same formula, charge and spin)**: 3.451 eV
**HOMO level**: -9.326 eV
**Multiplicity**: 1
**Gap between HOMO and LUMO**: 9.26 eV
**Total energy**: -669.80961 Eh
**F_max**: 6.393 eV Å⁻¹

CARTESIAN COORDINATES (ANGSTROEM)
C1 1.125 0.337 -3.728
C2 0.043 -0.470 0.185
C3 0.574 0.348 2.538
C4 -1.788 0.286 1.529
C5 -0.350 -0.065 1.357
O1 0.410 -2.087 -3.520
S1 1.401 -1.103 -3.101
H1 1.594 1.208 -3.508
H2 0.266 0.293 -4.368
H3 -0.546 -0.393 -0.565
H4 1.216 1.024 1.972
H5 1.105 -0.499 3.010
H6 0.217 0.796 3.457
H7 -1.876 1.290 1.994
H8 -2.264 -0.398 2.183
H9 -2.121 0.284 0.482
H10 0.997 -0.848 0.084


# 10
A cluster of 2 separate species, C5H10OS in total in a non-equilibrium geometry, computed with wB97M-V/def2-TZVPD.

**Energy relative to the best compared isomer or geometry (same formula, charge and spin)**: 3.652 eV
**HOMO level (spin up / spin down)**: -4.145 / -9.675 eV
**Multiplicity**: 3
**Gap between HOMO and LUMO (spin up / spin down)**: 5.08 / 8.04 eV
**Total energy**: -669.61742 Eh
**F_max**: 6.049 eV Å⁻¹

CARTESIAN COORDINATES (ANGSTROEM)
C1 1.694 -1.190 -1.264
C2 -1.039 1.546 -0.514
C3 2.139 -0.317 -0.457
C4 2.786 0.499 0.280
C5 -2.829 -0.337 0.485
O1 -0.562 -0.613 1.294
S1 -1.418 0.763 0.903
H1 2.326 -1.816 -1.793
H2 0.630 -1.522 -1.303
H3 -0.985 0.965 -1.435
H4 -0.182 2.136 -0.353
H5 0.208 -0.363 1.737
H6 3.142 1.445 -0.148
H7 3.169 0.380 1.280
H8 -2.830 -0.344 -0.567
H9 -2.513 -1.265 0.975
H10 -3.736 0.033 0.879


# 11
An isolated molecule of C5H10OS2 in a non-equilibrium geometry, computed with wB97M-V/def2-TZVPD.

**Energy relative to the best compared isomer or geometry (same formula, charge and spin)**: 1.901 eV
**HOMO level**: -8.566 eV
**Multiplicity**: 1
**Gap between HOMO and LUMO**: 8.27 eV
**SMILES**: COCCSC(C)=S
**Total energy**: -1068.04617 Eh
**F_max**: 2.934 eV Å⁻¹

CARTESIAN COORDINATES (ANGSTROEM)
C1 0.676 -2.928 2.207
C2 0.013 -0.664 1.318
C3 0.143 0.173 -0.034
C4 -0.607 2.647 -1.376
C5 -0.526 1.885 -2.641
H1 1.071 -3.796 1.654
H2 -0.418 -3.138 2.498
H3 1.260 -2.626 3.082
H4 0.346 -0.014 2.134
H5 -1.050 -0.813 1.311
H6 -0.269 -0.610 -0.830
H7 1.195 0.353 -0.271
H8 -0.154 0.887 -2.681
H9 -1.491 2.048 -3.179
H10 0.249 2.482 -3.163
O1 0.816 -1.856 1.159
S1 -0.897 1.714 0.092
S2 -0.356 4.258 -1.280


# 12
A cluster of 2 separate species, C5H10OSi in total in a non-equilibrium geometry, computed with wB97M-V/def2-TZVPD.

**Energy relative to the best compared isomer or geometry (same formula, charge and spin)**: 5.557 eV
**HOMO level (spin up / spin down)**: -7.657 / -8.190 eV
**Multiplicity**: 1
**Gap between HOMO and LUMO (spin up / spin down)**: 8.29 / 8.80 eV
**Total energy**: -561.01203 Eh
**F_max**: 2.596 eV Å⁻¹

CARTESIAN COORDINATES (ANGSTROEM)
C1 1.873 -0.456 -2.479
C2 2.247 -0.206 -1.260
C3 -1.028 0.573 -0.807
C4 -0.895 -0.891 -0.408
C5 0.043 0.111 0.156
O1 0.285 0.559 1.401
Si1 -0.454 0.619 2.848
H1 2.468 -0.149 -3.319
H2 1.052 -1.013 -2.750
H3 3.042 0.366 -0.709
H4 -0.785 0.906 -1.905
H5 -1.791 1.114 -0.272
H6 -1.506 -1.518 0.307
H7 -0.592 -1.601 -1.157
H8 -0.397 -0.637 3.539
H9 -1.813 1.002 2.710
H10 0.456 1.646 3.361


Question: Look up the total energy of the fourth one.
Answer: -497.34736 Eh


Question: What is the total energy in the sixth record?
Answer: -669.83734 Eh